# 1
{
  "formula": "C34H40ClNO4",
  "method": "ωB97M-V with the def2-TZVPD basis set",
  "species": ["C", "O", "C", "C", "C", "C", "C", "C", "C", "C", "C", "O", "O", "C", "C", "C", "C", "C", "C", "C", "C", "C", "C", "C", "C", "C", "C", "C", "C", "C", "N", "C", "O", "C", "C", "C", "C", "Cl", "C", "C", "H", "H", "H", "H", "H", "H", "H", "H", "H", "H", "H", "H", "H", "H", "H", "H", "H", "H", "H", "H", "H", "H", "H", "H", "H", "H", "H", "H", "H", "H", "H", "H", "H", "H", "H", "H", "H", "H", "H", "H"],
  "xyz": [[4.46940, 1.33704, 4.25599], [3.13126, 1.60913, 3.91224], [2.80982, 1.67574, 2.59064], [1.45066, 1.89594, 2.31555], [0.96782, 1.97283, 1.02680], [1.86916, 1.83676, -0.02071], [3.22753, 1.58771, 0.24865], [3.71138, 1.52086, 1.55112], [3.87860, 1.38011, -1.01359], [5.32149, 1.00643, -1.15304], [5.40100, -0.41901, -0.63444], [5.77198, -0.72465, 0.47062], [4.93754, -1.26377, -1.54549], [4.63756, -2.61381, -1.14341], [3.14736, -2.78905, -1.11514], [2.33805, -2.50182, -0.09912], [2.77773, -2.01723, 1.24673], [0.84828, -2.63034, -0.26571], [0.25060, -1.28886, -0.73141], [-1.22883, -1.39105, -0.92857], [-2.18636, -0.98941, -0.09982], [-1.95807, -0.33487, 1.22968], [-3.63647, -1.19306, -0.45186], [-4.17781, -2.50723, 0.14310], [-5.61453, -2.70789, -0.23087], [-6.68044, -2.27783, 0.43390], [-6.63576, -1.51163, 1.72241], [-8.07074, -2.52971, -0.07325], [2.92847, 1.46071, -1.98485], [3.08533, 1.31049, -3.45210], [1.69188, 1.77871, -1.40565], [0.49899, 1.87082, -2.10299], [0.33930, 1.36157, -3.18996], [-0.57373, 2.68013, -1.46349], [-0.31087, 3.95483, -0.96829], [-1.33775, 4.72828, -0.46210], [-2.62953, 4.22132, -0.44680], [-3.90991, 5.17968, 0.20416], [-2.90732, 2.95996, -0.95229], [-1.87893, 2.19933, -1.47536], [4.80348, 0.38056, 3.84253], [5.13967, 2.13269, 3.91530], [4.49035, 1.28962, 5.34355], [0.77928, 1.99145, 3.15379], [-0.08635, 2.11826, 0.86289], [4.75326, 1.30895, 1.72003], [5.95238, 1.65001, -0.54005], [5.63871, 1.04091, -2.19308], [5.10062, -2.80232, -0.17116], [5.08944, -3.26229, -1.89725], [2.71399, -3.11679, -2.05002], [2.56737, -2.78205, 1.99521], [3.83428, -1.77528, 1.28445], [2.21591, -1.12475, 1.52022], [0.38592, -2.91168, 0.68203], [0.61216, -3.39679, -1.00578], [0.49593, -0.51626, -0.00283], [0.71740, -1.01680, -1.68071], [-1.52115, -1.86767, -1.85628], [-2.53699, -0.84630, 1.99741], [-0.91436, -0.34740, 1.52576], [-2.29907, 0.70110, 1.19672], [-3.76125, -1.22878, -1.53583], [-4.23344, -0.36398, -0.06665], [-3.58128, -3.33512, -0.24531], [-4.05559, -2.49131, 1.22693], [-5.76893, -3.22857, -1.16743], [-5.62874, -1.42541, 2.11680], [-7.02969, -0.50675, 1.56756], [-7.26314, -1.99832, 2.46887], [-8.59978, -1.58674, -0.20984], [-8.05583, -3.06095, -1.02117], [-8.63411, -3.12155, 0.64808], [2.63004, 0.38011, -3.78854], [2.59223, 2.12352, -3.98212], [4.13937, 1.29831, -3.71507], [0.69669, 4.34292, -0.98027], [-1.14186, 5.71730, -0.07930], [-3.91805, 2.58368, -0.94318], [-2.07300, 1.21727, -1.87746]],
  "forces_ev_per_angstrom": [[0.177, -0.039, 0.051], [-0.279, 0.060, -0.072], [-0.017, 0.029, -0.163], [0.100, -0.048, 0.105], [-0.031, -0.018, 0.139], [0.461, -0.057, 0.587], [-0.602, 0.168, -0.171], [-0.034, 0.043, 0.331], [-0.275, 0.155, -0.345], [-0.243, -0.211, 0.067], [0.398, 0.355, 0.092], [0.077, -0.011, 0.098], [0.047, -0.020, -0.503], [-0.161, -0.291, 0.404], [0.257, 0.033, -0.084], [-0.040, -0.267, 0.057], [0.155, -0.032, -0.104], [0.116, 0.253, -0.216], [-0.124, -0.227, 0.163], [0.149, 0.125, -0.002], [-0.161, 0.111, -0.085], [0.145, -0.098, -0.139], [0.222, -0.347, 0.044], [-0.151, 0.250, -0.040], [0.123, -0.091, 0.067], [-0.220, -0.040, -0.007], [0.163, -0.095, -0.121], [0.158, -0.001, -0.064], [0.472, 0.007, -0.030], [-0.017, -0.080, -0.083], [0.302, -0.051, -0.081], [-0.330, -0.015, -0.187], [-0.018, -0.036, 0.142], [-0.255, 0.246, -0.144], [-0.070, -0.195, -0.093], [-0.086, 0.048, 0.022], [0.208, -0.147, -0.080], [-0.135, 0.096, 0.067], [-0.044, 0.088, 0.060], [0.242, 0.019, -0.019], [0.002, 0.028, -0.006], [-0.012, -0.035, -0.010], [0.053, -0.004, -0.075], [-0.103, 0.019, 0.104], [-0.069, -0.006, 0.061], [0.131, -0.058, 0.071], [0.036, -0.079, -0.038], [0.051, 0.019, 0.019], [-0.037, 0.007, -0.198], [-0.013, 0.115, 0.122], [-0.179, -0.084, -0.112], [-0.071, -0.032, 0.091], [0.075, 0.039, 0.065], [-0.065, 0.125, 0.086], [-0.049, -0.068, 0.019], [-0.035, -0.057, 0.025], [0.064, 0.057, -0.014], [0.073, 0.056, 0.019], [-0.170, -0.052, -0.163], [-0.061, -0.003, 0.129], [0.113, 0.040, 0.103], [-0.045, 0.110, 0.053], [-0.041, 0.063, -0.031], [-0.084, 0.069, -0.035], [0.042, 0.022, 0.069], [0.064, -0.058, 0.032], [-0.139, -0.068, -0.131], [0.090, 0.056, 0.103], [-0.054, 0.088, 0.045], [-0.047, 0.010, 0.096], [-0.119, 0.062, -0.011], [-0.039, -0.042, -0.080], [-0.104, -0.029, 0.051], [0.007, 0.014, -0.086], [0.032, -0.017, -0.076], [0.066, 0.016, 0.016], [0.108, 0.019, 0.031], [-0.011, 0.091, 0.035], [-0.108, -0.013, 0.015], [-0.030, -0.089, -0.059]],
  "orbital_gap_ev": 8.370,
  "smiles": "COc1ccc2c(c1)c(CC(=O)OC/C=C(\\C)CC/C=C(\\C)CCC=C(C)C)c(C)n2C(=O)c1ccc(Cl)cc1",
  "e_lumo_ev": 0.250
}



# 2
{
  "formula": "C34H40I2N7O6PS2Sr",
  "method": "ωB97M-V with the def2-TZVPD basis set",
  "species": ["Sr", "I", "C", "I", "H", "H", "O", "C", "O", "C", "C", "C", "C", "C", "C", "N", "C", "C", "C", "C", "C", "C", "N", "H", "H", "H", "H", "H", "H", "H", "H", "H", "H", "O", "S", "O", "N", "C", "S", "C", "C", "C", "C", "C", "C", "H", "H", "H", "H", "C", "C", "P", "C", "C", "C", "C", "H", "H", "H", "H", "H", "H", "H", "H", "H", "H", "H", "H", "H", "H", "H", "O", "N", "C", "C", "N", "C", "N", "C", "N", "C", "C", "C", "O", "H", "H", "H", "H", "H", "H", "H", "H", "H"],
  "xyz": [[-0.04630, 0.87989, 1.60095], [1.26793, -2.04128, 0.28960], [0.62701, -3.93941, 0.81390], [-0.20482, -4.13706, 2.75640], [1.47238, -4.61168, 0.75342], [-0.15269, -4.22913, 0.12022], [-0.54730, 4.14064, -8.31074], [-0.13297, 4.38021, -7.03693], [0.50497, 5.36150, -6.79493], [-0.52276, 3.37034, -5.99882], [-1.66265, 2.58434, -6.10201], [-1.98728, 1.68284, -5.09542], [-1.16086, 1.56494, -3.98311], [-0.04458, 2.37997, -3.85953], [0.27915, 3.26985, -4.86891], [-1.46559, 0.65303, -2.90885], [-1.76672, -0.51764, -3.27039], [-2.30037, -1.59305, -2.37008], [-3.15120, -2.50647, -2.97768], [-3.70576, -3.52625, -2.22287], [-3.35847, -3.60375, -0.88849], [-2.49478, -2.64795, -0.37184], [-1.97006, -1.64025, -1.07586], [-0.95448, 3.26387, -8.34471], [-2.34124, 2.69439, -6.94169], [-2.90469, 1.10802, -5.15424], [0.57042, 2.30861, -2.96843], [1.16053, 3.89289, -4.78927], [-1.69857, -0.81330, -4.32226], [-3.37860, -2.40563, -4.03302], [-4.38193, -4.24535, -2.66999], [-3.73340, -4.39086, -0.24645], [-2.19276, -2.70810, 0.66935], [-0.96685, 3.01375, 5.54541], [-0.47410, 1.70944, 5.21411], [0.93497, 1.46972, 5.32578], [-0.98661, 1.22097, 3.67766], [-1.76399, 0.11516, 3.74855], [-2.35091, -0.69050, 2.38786], [-2.03256, -0.31396, 5.16456], [-2.86461, -1.32931, 5.59563], [-3.03567, -1.49171, 6.96595], [-2.39123, -0.65187, 7.87701], [-1.54952, 0.36229, 7.44058], [-1.38462, 0.48964, 6.07193], [-3.36375, -1.96442, 4.87308], [-3.68815, -2.27173, 7.33639], [-2.55778, -0.78330, 8.93947], [-1.04656, 1.01795, 8.13993], [-0.67296, 5.70090, 3.04347], [-0.57016, 4.25046, 2.56700], [0.03650, 3.92653, 0.84930], [-1.01561, 5.11944, -0.06294], [-1.01386, 4.96843, -1.58265], [1.66378, 4.78945, 0.94739], [2.62295, 4.56652, -0.22288], [-0.99619, 5.71866, 4.08588], [-1.39730, 6.26987, 2.45994], [0.28602, 6.21926, 2.98993], [-1.54225, 3.76243, 2.66738], [0.10905, 3.72096, 3.23972], [-0.69664, 6.12144, 0.22925], [-2.02984, 4.98214, 0.32366], [-0.02173, 5.13623, -2.01193], [-1.69114, 5.68895, -2.04603], [-1.33476, 3.97026, -1.88346], [2.11913, 4.45047, 1.88301], [1.45858, 5.85529, 1.06005], [2.79271, 3.51021, -0.42143], [3.58652, 5.04029, -0.02415], [2.23878, 5.00238, -1.14938], [1.64988, 0.55520, -0.24027], [2.29371, 1.27375, -1.07311], [3.27896, 0.77750, -1.77372], [3.85838, -0.55582, -1.69142], [4.39332, -1.57455, -1.67636], [3.90397, 1.73590, -2.67423], [4.40069, 2.49871, -3.37914], [5.04227, -1.01268, 3.21094], [4.12373, 0.01328, 2.72867], [4.66763, 1.03838, 1.83516], [2.81602, -0.02705, 2.96835], [2.26490, -1.12726, 3.83137], [2.06078, 0.84562, 2.48514], [6.03392, -0.56985, 3.26693], [5.07579, -1.86809, 2.53427], [4.76797, -1.35360, 4.20531], [5.24842, 1.76711, 2.40116], [3.85917, 1.54366, 1.32260], [5.31434, 0.56360, 1.09859], [2.59896, -0.99129, 4.86419], [2.57831, -2.10937, 3.48051], [1.17662, -1.08690, 3.82846]],
  "forces_ev_per_angstrom": [[0.336, -0.093, -2.882], [0.333, 0.488, -0.114], [-0.267, -0.677, 0.074], [-0.015, -0.043, 0.142], [-0.046, -0.121, 0.012], [0.009, -0.134, -0.011], [-0.073, -0.238, 0.302], [-0.121, 0.005, -0.162], [0.083, 0.056, 0.049], [0.047, 0.131, -0.200], [-0.115, -0.124, 0.079], [-0.066, 0.081, -0.111], [-0.074, -0.483, 0.732], [0.277, 0.152, 0.030], [0.076, -0.105, 0.222], [-0.015, 0.539, -0.555], [-0.138, -0.387, 0.334], [0.290, 0.438, -0.179], [-0.107, -0.171, -0.113], [-0.029, 0.006, -0.094], [0.018, -0.060, 0.097], [0.277, 0.227, 0.011], [-0.317, -0.211, -0.177], [0.064, 0.123, -0.107], [0.013, -0.010, 0.025], [0.075, 0.013, -0.001], [-0.010, -0.047, -0.043], [-0.029, 0.016, -0.008], [-0.100, -0.035, -0.062], [0.029, -0.037, 0.053], [0.041, 0.038, 0.019], [-0.006, 0.044, -0.024], [-0.032, 0.045, -0.009], [-0.053, 0.002, -0.175], [-0.213, -0.143, -0.600], [0.187, -0.006, 0.021], [-1.072, -0.533, 2.327], [0.371, 0.833, 0.399], [-0.107, 0.126, 0.502], [-0.087, -0.021, -0.594], [-0.050, -0.178, 0.154], [0.039, 0.047, -0.017], [-0.054, -0.061, -0.023], [0.047, -0.153, -0.149], [-0.159, 0.078, 0.515], [-0.004, 0.047, 0.050], [0.008, 0.007, -0.011], [0.005, -0.032, -0.057], [-0.022, 0.011, -0.066], [-0.004, -0.029, -0.017], [0.097, 0.229, 0.080], [0.038, 0.277, 0.305], [-0.074, -0.020, -0.255], [0.082, 0.016, -0.074], [0.080, -0.042, -0.155], [-0.048, 0.070, -0.090], [0.004, -0.017, -0.036], [0.002, -0.002, 0.006], [-0.024, -0.037, -0.014], [0.001, -0.043, 0.036], [-0.016, -0.075, -0.010], [-0.050, 0.065, -0.031], [-0.008, 0.003, -0.023], [-0.071, -0.032, 0.075], [0.022, -0.016, 0.034], [0.004, -0.010, 0.030], [0.026, -0.028, -0.023], [0.038, 0.060, 0.076], [-0.033, -0.004, 0.061], [-0.039, 0.000, 0.015], [-0.008, -0.022, 0.073], [0.345, -0.182, -0.258], [-0.305, 0.208, -0.224], [0.562, 0.073, -0.263], [-0.311, 0.680, -0.067], [-0.089, 0.016, 0.119], [-0.151, -0.466, 0.314], [-0.095, -0.111, 0.088], [-0.008, 0.225, -0.052], [0.164, -0.043, -0.103], [0.077, -0.220, 0.094], [-0.348, 0.493, -0.179], [0.005, 0.001, 0.159], [0.822, -0.418, 0.824], [0.047, -0.048, 0.016], [0.004, -0.001, -0.054], [-0.021, 0.025, 0.005], [0.020, 0.002, 0.041], [-0.083, -0.004, 0.001], [0.026, -0.041, -0.024], [-0.023, -0.017, -0.080], [0.032, -0.011, 0.011], [0.067, 0.041, -0.032]],
  "orbital_gap_ev": 8.116,
  "e_lumo_ev": -0.609
}



Highest occupied orbital energy in eV, matching the order above: -8.121 -8.724
Relative energy (zero: lowest compared OMol25 entry of this formula, charge and spin) in kJ/mol, matching the order above: 0.0 166.3
E_tot in eV, matching the order above: -58110.0089 -106620.0366